Below is a 2-piece molecular cluster, C2H6OS overall in a non-equilibrium geometry, with properties calculated with ωB97M-V/def2-TZVPD.

Values from the calculation:
**Gap between HOMO and LUMO**: 0.333 Eh
**Electronic energy**: -553.1459 hartree
**SMILES string**: C=O.CS
**Relative energy (zero: lowest compared OMol25 entry of this formula, charge and spin)**: 1.566 eV

```
! wB97M-V def2-TZVPD RIJCOSX def2/J DEFGRID3
* xyz 0 1
C 2.295 2.848 -0.317
O 1.468 2.260 -1.053
H 3.322 2.938 -0.734
H 2.234 2.736 0.836
C -0.956 -1.877 -0.703
S -1.275 -1.393 1.030
H 0.056 -2.442 -0.658
H -0.614 -0.866 -1.280
H -1.737 -2.581 -1.094
H -2.645 -1.397 0.990
*
```